# 1
The following is a DFT calculation (the ωB97M-V functional and the def2-TZVPD basis) of C22H33N3O3S in the gas phase.

Structure (XYZ):
```
62
Properties=species:S:1:pos:R:3
C -7.9415 -1.0307 -0.0306
C -6.6145 -1.7032 -0.1396
C -5.4231 -1.1149 0.1827
S -4.0897 -2.2046 -0.0648
C -5.1506 -3.4291 -0.6361
C -6.4435 -3.0250 -0.6283
H -7.2635 -3.6436 -0.9473
H -4.7445 -4.3744 -0.9366
C -5.2274 0.2010 0.8433
O -5.8152 0.4597 1.8814
N -4.3913 1.0782 0.2481
C -3.7158 0.8996 -1.0121
H -4.1246 0.0362 -1.5378
C -2.2116 0.7429 -0.7854
H -1.7145 0.6178 -1.7477
H -2.0436 -0.1498 -0.1812
C -1.6702 1.9862 -0.0524
N -0.2532 2.0257 0.2311
C 0.6278 2.6291 -0.7431
C 1.1848 1.6555 -1.7902
H 0.3803 1.2830 -2.4283
H 1.9019 2.1887 -2.4153
C 1.8792 0.4712 -1.1123
C 3.1934 0.9002 -0.4596
O 3.6034 2.0422 -0.4289
N 3.8732 -0.1274 0.1007
H 3.5951 -1.0800 -0.0786
C 5.1994 0.0220 0.6456
H 5.4483 1.0846 0.6114
H 5.2068 -0.3262 1.6840
C 6.2069 -0.7962 -0.1790
H 6.2064 -0.4136 -1.2075
C 7.6084 -0.7924 0.4422
H 8.3662 -0.8640 -0.3381
H 7.7880 0.1059 1.0277
C 7.5962 -2.0664 1.2852
H 7.1218 -1.8825 2.2494
C 6.7272 -2.9855 0.4301
H 7.3348 -3.4970 -0.3298
O 5.7773 -2.1555 -0.2156
H 6.1859 -3.7367 1.0102
H 8.5889 -2.4764 1.4528
C 0.9220 -0.1663 -0.0970
C 0.3721 0.8934 0.8717
H -0.3364 0.4291 1.5588
H 1.2109 1.2816 1.4627
H 1.4277 -0.9412 0.4818
H 0.1037 -0.6386 -0.6421
H 2.1412 -0.2766 -1.8728
H 0.1022 3.4466 -1.2406
H 1.4763 3.0534 -0.1979
C -2.4678 2.1707 1.2500
H -2.1276 3.0748 1.7540
C -3.9649 2.2645 0.9587
H -4.5416 2.3238 1.8832
H -4.1789 3.1466 0.3449
H -2.2937 1.3246 1.9158
H -1.8751 2.8584 -0.6864
H -3.9019 1.7915 -1.6247
H -8.6940 -1.7427 0.3012
H -8.2487 -0.6377 -1.0007
H -7.8889 -0.2105 0.6797
```

LUMO = 0.56 eV
Total energy = -44798.5840 eV
SMILES = Cc1ccsc1C(=O)N1CCC(N2CCC(C(=O)NC[C@H]3CCCO3)CC2)CC1
Frontier orbital gap = 0.310 hartree
Energy relative to the best compared isomer or geometry (same formula, charge and spin) = 26.2 kJ/mol

# 2
The following is a DFT calculation (the ωB97M-V functional and the def2-TZVPD basis) of C22H33N5O2 in the gas phase.

Structure (XYZ):
```
62
Properties=species:S:1:pos:R:3
C -6.6251 -2.2271 0.9572
H -7.4605 -1.9015 1.5749
O -5.7434 -1.1312 0.9043
C -4.5840 -1.2624 0.1950
C -4.2022 -2.3961 -0.5080
C -2.9988 -2.4223 -1.1980
C -2.1646 -1.3201 -1.2055
C -2.5548 -0.1868 -0.5009
C -3.7399 -0.1410 0.2007
C -4.1765 1.0772 0.9848
N -3.1632 2.0880 1.0382
C -2.7627 2.9338 0.0755
N -1.7150 3.6156 0.4816
C -1.4989 3.1413 1.7261
N -2.3512 2.2159 2.0915
H -0.7067 3.4907 2.3546
H -3.2411 3.0327 -0.8769
H -4.4049 0.7817 2.0123
H -5.0860 1.4932 0.5381
H -1.8811 0.6550 -0.5110
C -0.8578 -1.2790 -1.9524
N 0.1303 -0.5555 -1.1749
C 0.6562 -1.3593 -0.0896
C 1.5579 -0.5147 0.8029
N 2.5995 0.1053 0.0090
C 3.6096 0.7564 0.8277
C 4.4106 -0.2431 1.6201
C 5.0963 -1.2612 1.1144
C 5.1676 -1.5607 -0.3523
H 4.3565 -1.0722 -0.8810
H 5.1100 -2.6347 -0.5205
H 6.1193 -1.2123 -0.7552
C 5.8813 -2.1938 1.9886
H 5.8599 -1.8767 3.0280
H 6.9179 -2.2356 1.6556
H 5.4737 -3.2028 1.9247
H 4.4169 -0.0874 2.6909
H 3.1658 1.4836 1.5276
H 4.2746 1.3044 0.1518
C 2.0615 0.9171 -1.0724
C 1.2232 -0.0159 -1.9542
H 1.8799 -0.8157 -2.3426
H 0.8202 0.5411 -2.8018
C 1.2531 2.1436 -0.6112
H 0.3387 1.8076 -0.1217
H 1.8480 2.7029 0.1143
C 0.8899 3.1077 -1.7433
O 0.4751 4.3609 -1.2679
H -0.2804 4.2350 -0.6640
H 1.7694 3.3039 -2.3652
H 0.1093 2.6648 -2.3808
H 2.9170 1.2695 -1.6641
H 0.9488 0.2264 1.3469
H 2.0416 -1.1610 1.5396
H 1.2390 -2.2138 -0.4809
H -0.1813 -1.7473 0.4954
H -1.0120 -0.7380 -2.8927
H -0.5287 -2.3021 -2.2062
H -2.7184 -3.3173 -1.7339
H -4.8316 -3.2715 -0.5235
H -6.9942 -2.4946 -0.0379
H -6.1534 -3.1004 1.4181
```

LUMO = 0.63 eV
Total energy = -34894.1638 eV
SMILES = COc1ccc(CN2CCN(CC=C(C)C)[C@H](CCO)C2)cc1Cn1cncn1
Frontier orbital gap = 0.324 hartree
Energy relative to the best compared isomer or geometry (same formula, charge and spin) = 227.8 kJ/mol

# 3
The following is a DFT calculation (the ωB97M-V functional and the def2-TZVPD basis) of a molecular structure, C22H33NNiOSb at a distorted geometry.

Structure (XYZ):
```
59
Properties=species:S:1:pos:R:3
Ni 1.0958 0.0557 0.3997
C 1.8279 1.9840 2.4717
N 1.6048 0.5326 2.4571
C 2.8152 -0.1173 2.9680
C 0.4735 0.1816 3.3551
C -0.7395 -0.3025 2.5984
C -1.9374 -0.4919 3.2795
C -3.0425 -0.9897 2.6185
C -2.9453 -1.3230 1.2801
C -1.7509 -1.1435 0.5945
C -0.6366 -0.6257 1.2437
H 2.1482 2.3145 3.4643
H 0.9082 2.4993 2.2066
H 2.6010 2.2505 1.7496
H 2.9852 0.1580 4.0149
H 3.6885 0.1976 2.3962
H 2.7106 -1.2026 2.9099
H 0.2086 1.0445 3.9736
H 0.7856 -0.6272 4.0231
H -1.9882 -0.2553 4.3348
H -3.9724 -1.1268 3.1492
H -3.7921 -1.7342 0.7517
H -1.7292 -1.4357 -0.4467
C -4.3736 -0.5612 -3.6165
C -3.3435 0.2690 -2.9320
C -2.0328 -0.1727 -2.7993
C -1.0923 0.5574 -2.0946
C 0.3018 0.0369 -1.9870
C -1.4708 1.7741 -1.4831
C -0.5799 2.4231 -0.5550
O 0.4021 1.9154 -0.0142
C -2.7701 2.2875 -1.7076
C -3.1891 3.6272 -1.1881
C -3.6771 1.5178 -2.4119
H -3.9499 -1.4781 -4.0152
H -4.8311 -0.0037 -4.4302
H -5.1636 -0.8209 -2.9151
H -1.7412 -1.1151 -3.2408
H 0.4638 -0.7700 -2.7024
H 0.4426 -0.4051 -0.9443
H 1.0421 0.8246 -2.1649
H -0.8341 3.4561 -0.2779
H -3.1612 3.6715 -0.1012
H -4.2027 3.8510 -1.5062
H -2.5358 4.4032 -1.5828
H -4.6811 1.8864 -2.5629
C 2.7613 -3.3770 0.1266
Sb 3.1039 -1.2921 -0.2410
C 3.4173 -1.4778 -2.3760
C 5.1848 -1.2693 0.3339
H 3.4633 -3.9526 -0.4655
H 1.7464 -3.6476 -0.1477
H 2.9112 -3.6045 1.1763
H 4.3520 -2.0042 -2.5386
H 3.4790 -0.5061 -2.8570
H 2.6098 -2.0509 -2.8257
H 5.6574 -2.1214 -0.1393
H 5.3059 -1.3529 1.4070
H 5.6661 -0.3611 -0.0131
```

LUMO (spin up / spin down) = -3.28 / -3.62 eV
Spin multiplicity = 3
Total energy = -74460.2469 eV
Frontier orbital gap (spin up / spin down) = 0.279 / 0.275 hartree
<S²> = 2.010
Total charge = +1

# 4
The following is a DFT calculation (the ωB97M-V functional and the def2-TZVPD basis) of a molecular structure, C22H33OTi at a distorted geometry.

Structure (XYZ):
```
57
Properties=species:S:1:pos:R:3
C 1.3639 -1.7220 1.3548
C 1.9517 -1.1265 0.1763
C 0.9983 -1.2773 -0.9163
C -0.1261 -2.0312 -0.4090
C 0.0988 -2.2826 0.9844
Ti 0.2721 0.1634 0.5574
C -3.7349 1.0654 -0.5149
C -3.1476 0.7150 0.7093
H -3.0205 1.5175 1.4825
C -2.3434 -0.4289 0.9527
H -2.5251 -1.3184 0.3702
H -2.0236 -0.5703 2.0163
C -3.8243 2.5568 -0.6929
H -3.2751 3.0703 0.1169
H -3.3223 2.8478 -1.6295
H -4.8531 2.9274 -0.6590
C -3.2114 0.3677 -1.7627
H -2.2132 -0.0602 -1.5476
H -3.8241 -0.4440 -2.0975
H -3.0854 1.1320 -2.5621
C 3.3617 -0.6761 0.0871
H 3.6243 -0.0600 0.9561
H 4.0665 -1.5224 0.0610
H 3.5311 -0.0655 -0.8016
C 1.2202 -0.8809 -2.3345
H 1.6862 0.1088 -2.3786
H 1.8362 -1.6147 -2.8813
H 0.2618 -0.7977 -2.8595
C -1.1438 -2.7276 -1.2531
H -1.2245 -2.2524 -2.2351
H -0.9187 -3.7969 -1.4176
H -2.1460 -2.6951 -0.8148
C -0.7083 -3.1766 1.8580
H -1.7669 -3.2080 1.5746
H -0.3395 -4.2152 1.8352
H -0.6793 -2.8594 2.9085
C 2.0850 -1.9660 2.6350
H 1.4060 -2.0734 3.4912
H 2.6762 -2.8943 2.5818
H 2.7904 -1.1587 2.8720
C 1.5339 1.8466 -0.4634
C 0.7722 3.1736 -1.0148
C 2.8455 2.1436 -0.9673
C 0.6809 2.9546 -2.4129
H 0.2060 3.9733 -0.6566
C 3.0450 2.6248 -2.2997
H 3.7167 1.9002 -0.3369
C 1.9089 2.7916 -3.1123
H -0.2776 3.0875 -2.9394
H 4.0644 2.7464 -2.6933
H 1.9942 2.9798 -4.1815
C -0.2887 0.3365 3.7797
O 0.3466 0.7336 2.5008
H -1.1369 1.0094 3.8999
H 0.4012 0.4841 4.6348
H -0.6679 -0.7005 3.7612
H 1.0822 1.3446 2.6882
```

LUMO (spin up / spin down) = -4.18 / -4.18 eV
Total energy = -48498.4398 eV
Frontier orbital gap (spin up / spin down) = 0.210 / 0.210 hartree
Total charge = +1
Energy relative to the best compared isomer or geometry (same formula, charge and spin) = 267.0 kJ/mol

# 5
The following is a DFT calculation (the ωB97M-V functional and the def2-TZVPD basis) of 7 unconnected molecules or ions with the total composition C22H34Cl8N4O4 at a distorted geometry.

Structure (XYZ):
```
72
Properties=species:S:1:pos:R:3
C 1.0375 0.8429 -7.8959
O 2.1107 1.3664 -7.1350
C 2.2589 0.7530 -5.8587
C 1.8125 1.7696 -4.8188
N 1.9964 1.2797 -3.4572
H 2.8823 0.7423 -3.3804
H 2.2072 2.0712 -2.8283
C 0.8854 0.5029 -2.8532
C 1.4192 -0.5609 -1.9655
O 2.4834 -1.1972 -2.6367
C 2.9411 -2.2947 -1.9473
H 0.0800 1.0652 -7.4208
H 1.1906 -0.2224 -8.0832
H 1.0655 1.3338 -8.8673
H 3.3227 0.4814 -5.7476
H 1.7515 -0.2177 -5.7845
H 0.7417 1.9447 -4.9377
H 2.3123 2.7198 -4.9669
H 0.2378 0.1625 -3.6587
H 0.2980 1.2197 -2.2595
H 0.5615 -1.2248 -1.8398
H 1.7172 -0.1946 -0.9848
H 3.0567 -2.0817 -0.8750
H 3.8735 -2.6416 -2.3701
H 2.2028 -3.1137 -1.9957
C -0.3173 0.4530 1.9404
C -0.2631 1.3469 0.6931
O 0.9405 1.6794 0.3493
O -1.2824 1.8070 0.2297
H 0.1981 -0.4666 1.6480
H -1.3158 0.1162 2.2170
H 0.1546 0.9780 2.7636
C -0.4745 -4.1398 0.6216
Cl -0.7343 -3.0602 -0.7453
Cl 0.3463 -5.6127 0.0733
Cl 0.5567 -3.4003 1.8415
Cl -2.0341 -4.5703 1.2444
C 0.6340 3.0502 5.7366
Cl 0.7817 1.3141 5.4729
Cl -0.3561 3.7720 4.4898
Cl -0.0291 3.3444 7.3317
Cl 2.2446 3.7905 5.6717
N 3.5187 0.9324 1.5018
C 3.5621 0.9488 2.8623
C 4.7879 0.4622 3.2372
C 5.5103 0.1632 2.0452
C 4.7075 0.4551 1.0013
H 2.7104 1.2389 0.9601
H 2.6895 1.3219 3.3744
H 5.1409 0.2974 4.2385
H 6.5252 -0.1880 1.9667
H 4.8799 0.3635 -0.0586
N -4.2903 0.6678 3.8823
C -3.4698 -0.4046 4.0385
C -2.4960 -0.0204 4.9287
C -2.7213 1.3268 5.2993
C -3.8372 1.7233 4.6433
H -5.0267 0.7402 3.2088
H -3.5663 -1.3044 3.4642
H -1.5862 -0.5841 5.0758
H -2.1819 2.0101 5.9247
H -4.3926 2.6438 4.6443
N -6.4147 -2.1308 -0.0045
C -5.3291 -2.0206 0.8240
C -4.2906 -1.5767 0.0878
C -4.7488 -1.4767 -1.2497
C -6.0775 -1.7236 -1.2590
H -7.3657 -2.2789 0.2610
H -5.4520 -2.2624 1.8647
H -3.2619 -1.3987 0.3376
H -4.1727 -1.1672 -2.1036
H -6.8473 -1.6660 -2.0076
```

LUMO = -0.19 eV
Total energy = -137691.1970 eV
Frontier orbital gap = 0.272 hartree

# 6
The following is a DFT calculation (the ωB97M-V functional and the def2-TZVPD basis) of a molecular structure, C22H34GaNO3P3 at a distorted geometry.

Structure (XYZ):
```
64
Properties=species:S:1:pos:R:3
C 3.7287 -2.8263 -0.5491
C 3.2026 -1.5802 -0.2490
C 2.7206 -0.7460 -1.2986
C 2.6668 -1.2436 -2.6509
C 3.2022 -2.5272 -2.9071
C 3.7380 -3.2940 -1.8776
C 2.0412 -0.4306 -3.6080
C 1.5001 0.8206 -3.2789
C 1.6153 1.2449 -1.9073
C 0.9944 2.4499 -1.4720
C 0.3458 3.2580 -2.3950
C 0.2615 2.8695 -3.7465
C 0.8175 1.6695 -4.1812
H 4.1404 -3.4369 0.2492
H 3.1830 -2.8801 -3.9426
H 4.1670 -4.2691 -2.0878
H 2.0038 -0.7634 -4.6329
H -0.0924 4.1969 -2.0680
H -0.2491 3.5181 -4.4523
H 0.7554 1.3450 -5.2241
N 2.2231 0.4653 -0.9971
Ga -0.2516 -0.5366 0.8734
C 3.1314 -1.0763 1.1808
H 3.2188 0.0179 1.2001
H 3.8691 -1.5657 1.8269
C 1.0779 2.8046 -0.0043
H 2.0384 2.4664 0.4076
H 0.9329 3.8834 0.1456
P 1.5331 -1.4207 2.0173
P -0.1942 1.9536 1.0512
C -1.6922 2.9227 0.6012
H -2.5118 2.6349 1.2879
H -1.4814 3.9884 0.7255
H -1.9375 2.7162 -0.4568
C 0.2237 2.5757 2.7212
H 0.2062 3.6779 2.6752
H -0.5459 2.2080 3.4291
H 1.2281 2.2074 3.0114
C 1.3898 -3.2377 2.0044
H 2.3024 -3.6258 2.4711
H 0.4900 -3.5156 2.5755
H 1.2931 -3.5917 0.9672
C 1.7239 -0.8982 3.7325
H 0.7780 -1.1336 4.2698
H 2.5636 -1.5002 4.1165
H 1.9364 0.1931 3.7639
H 0.0605 -0.6013 -0.6512
H -1.0527 -1.9663 1.0299
C -4.9676 1.9199 0.3336
O -4.5160 0.6437 -0.2528
P -2.9382 0.3328 0.1449
O -3.0551 -0.3178 1.6482
C -3.8956 -1.4596 2.0236
O -2.5770 -0.8534 -0.8871
C -3.3578 -2.0689 -1.0693
H -4.4197 2.7304 -0.1605
H -4.7316 1.9940 1.4090
H -6.0381 1.9033 0.1226
H -4.2056 -1.3720 3.0765
H -4.7705 -1.5215 1.3777
H -3.2712 -2.3304 1.8704
H -4.4189 -1.8691 -0.8913
H -2.9685 -2.7640 -0.3349
H -3.1648 -2.3882 -2.1069
```

LUMO = -3.22 eV
Total energy = -111235.6935 eV
Frontier orbital gap = 0.261 hartree
Total charge = +1

# 7
The following is a DFT calculation (the ωB97M-V functional and the def2-TZVPD basis) of 2 unconnected molecules or ions with the total composition C22H34N2O9 at a distorted geometry.

Structure (XYZ):
```
67
Properties=species:S:1:pos:R:3
O 6.2762 2.9145 0.0584
O 5.9822 0.3419 3.1385
O -0.6585 0.8289 -2.3655
O -4.0589 1.2408 1.2131
O -5.1396 -1.7686 -1.8936
O -3.5146 -0.1529 -1.2856
O -1.7243 -1.5805 -3.2259
O -1.8214 -2.3231 1.1654
O -1.1782 -3.5264 -1.5256
C 6.0755 1.7479 -0.2554
C 5.3808 1.3665 2.8328
C -8.4629 -1.5515 -0.8291
C -7.1333 -1.2108 -0.7494
C 0.3717 1.7799 -0.4183
C 1.2064 -0.3075 -1.3740
C 1.3305 1.6880 0.6091
C 2.1594 -0.3993 -0.3406
C 0.3071 0.7790 -1.4100
C 2.2217 0.5979 0.6537
N 5.4830 2.4429 3.6201
N 5.2157 0.9615 0.3880
C -0.4331 -2.5162 1.4681
C 6.8096 1.1374 -1.4262
C -6.2950 -0.9279 -1.9568
C 4.9249 3.7746 3.3830
C -2.9413 0.3574 1.0323
C -3.9306 -1.1060 -2.2794
C -3.2551 -0.7429 0.0057
C -2.8403 -2.1577 -2.5114
C -2.0656 -1.7124 -0.1163
C -2.3565 -2.7815 -1.1906
C 3.2400 0.5053 1.7776
C 4.4793 1.3905 1.5803
H -1.2347 1.5896 -2.2488
H -3.8761 1.8973 1.9052
H -1.4438 -0.7307 -2.8113
H -0.7698 -3.0910 -2.2993
H -8.9762 -1.6251 -1.7832
H -9.0390 -1.7620 0.0672
H -6.6546 -1.1503 0.2242
H -0.3178 2.6098 -0.4413
H 1.1446 -1.0737 -2.1325
H 1.3789 2.4543 1.3704
H 2.8356 -1.2423 -0.3071
H 6.0847 2.3196 4.4202
H 5.1169 0.0080 0.0872
H -0.3321 -2.9981 2.4449
H 0.0488 -3.1538 0.7211
H 0.0913 -1.5561 1.5023
H 6.0887 0.7667 -2.1521
H 7.4370 0.3217 -1.0712
H 7.4326 1.9027 -1.8874
H -6.0256 0.1346 -1.9587
H -6.8542 -1.1336 -2.8751
H 5.2610 4.4603 4.1626
H 5.2689 4.1540 2.4166
H 3.8344 3.7373 3.3925
H -2.6955 -0.1011 1.9955
H -2.0694 0.9266 0.6995
H -4.1009 -0.5813 -3.2257
H -4.1319 -1.2959 0.3592
H -3.2696 -2.9564 -3.1254
H -1.1933 -1.1389 -0.4292
H -3.1293 -3.4540 -0.8027
H 3.5576 -0.5322 1.8927
H 2.7490 0.7973 2.7073
H 4.1289 2.4067 1.4100
```

LUMO = 0.35 eV
Total energy = -44772.5169 eV
SMILES = C=CCO[C@H]1O[C@H](CO)[C@@H](OC)[C@H](O)[C@@H]1O.CNC(=O)[C@H](Cc1ccc(O)cc1)NC(C)=O
Frontier orbital gap = 0.347 hartree
Energy relative to the best compared isomer or geometry (same formula, charge and spin) = 0.0 kJ/mol